[1]
{"formula": "C4H13N3", "method": "wB97M-V/def2-TZVPD", "symbols": ["N", "N", "N", "C", "C", "C", "C", "H", "H", "H", "H", "H", "H", "H", "H", "H", "H", "H", "H", "H"], "positions_angstrom": [[1.974697, -1.988317, -0.172531], [2.490497, -0.004543, 0.938208], [-1.864752, 1.881702, -0.628365], [-0.490014, 1.365705, -0.087769], [-1.410795, -1.023555, 0.208558], [-0.327485, -0.098816, -0.337601], [1.763483, -0.789565, 0.277471], [-2.201507, -1.189704, -0.595446], [3.387184, -0.414681, 1.269695], [-2.501376, 1.031053, -0.752875], [-2.029632, -0.654724, 0.986193], [0.502067, 1.960456, -0.453273], [-0.600899, 1.667497, 1.034556], [1.426366, -2.502892, -0.877037], [2.561057, -2.707324, 0.263089], [-2.143246, 2.659044, -0.063361], [-1.020700, -1.969801, 0.409733], [-1.630635, 2.318335, -1.504401], [2.054512, 0.819421, 1.412638], [0.061177, -0.359292, -1.327482]], "forces_ev_per_a": [[0.20, -1.94, -0.19], [1.58, 0.99, 2.42], [2.08, -1.91, -0.90], [1.98, 2.11, 2.24], [-0.71, 1.23, -2.60], [2.11, -1.53, 0.42], [-5.63, -0.05, -2.45], [1.11, -0.03, 0.39], [-0.38, 1.07, 0.03], [0.44, 1.93, 0.35], [0.12, 0.50, 1.37], [-2.96, -0.99, 0.28], [0.48, -1.08, -1.78], [-0.22, 1.17, 0.41], [0.52, 0.83, 0.19], [-1.11, 0.19, 0.87], [0.45, -1.60, 0.53], [-0.46, -0.07, -1.13], [1.04, -1.10, -0.53], [-0.65, 0.27, 0.08]], "charge": 2, "multiplicity": 1, "relative_energy_kcal_mol": 91.93, "orbital_gap_ev": 9.62, "e_lumo_ev": -8.46, "homo_ha": -0.664, "energy_ev": -8809.59029}

[2]
{"formula": "C4H13N2", "method": "wB97M-V/def2-TZVPD", "symbols": ["N", "N", "C", "C", "C", "C", "H", "H", "H", "H", "H", "H", "H", "H", "H", "H", "H", "H", "H"], "positions_angstrom": [[-0.795557, 0.142794, -1.355475], [0.681291, -0.561493, 0.718497], [-0.826524, -1.287230, -1.682314], [-0.009526, 1.026002, -2.248229], [0.892718, -0.239034, 2.072236], [-0.068235, 0.862029, 2.593830], [0.271893, 1.843213, 2.279138], [1.921589, 0.079995, 2.268687], [1.574988, -0.424903, 0.227886], [-1.199381, -1.361425, -2.703181], [-0.371445, 0.155098, -0.410995], [-0.075834, 0.938825, 3.680118], [-0.607572, 1.229454, -3.126062], [0.755824, -1.093437, 2.749422], [0.372005, 1.821675, -1.617873], [0.161060, -1.708434, -1.431892], [-1.069101, 0.765234, 2.174016], [-1.556866, -1.712706, -0.995017], [0.889371, 0.495261, -2.583788]], "forces_ev_per_a": [[1.71, -0.60, -0.42], [-0.03, -0.90, 0.28], [-1.26, 1.63, 0.47], [0.13, -1.51, 0.88], [1.31, 1.24, 0.15], [-0.62, 0.80, -0.22], [0.35, 0.02, -0.37], [-0.07, 0.05, -0.08], [-0.08, 0.00, -0.17], [0.60, -0.52, -0.14], [-0.68, 0.66, 1.22], [-0.09, -0.60, -0.05], [-0.06, 0.66, -0.06], [-0.68, -0.56, -0.45], [-0.54, 0.72, -0.52], [0.04, -0.28, -0.48], [-0.07, -0.32, 0.34], [0.09, -0.32, -0.12], [-0.05, -0.15, -0.25]], "charge": 1, "multiplicity": 1, "relative_energy_kcal_mol": 151.47, "orbital_gap_ev": 5.41, "e_lumo_ev": -8.50, "homo_ha": -0.511, "energy_ev": -7326.91874}